a:
8
Properties=species:S:1:pos:R:3 method="wB97M-V/def2-TZVPD" total_charge=-1 e_homo_ev=-4.2 orbital_gap_ev=7.58
C 1.9203 -1.5222 -0.5324
N 2.2110 -2.1977 0.3403
O -2.0047 1.1954 -0.5959
O -1.8416 0.5893 1.9120
O 0.1524 0.4614 0.5108
F 1.8216 -0.7347 -1.5200
S -1.0136 1.2974 0.8908
H -1.2454 0.9110 -1.0057

---

b:
8
Properties=species:S:1:pos:R:3 method="wB97M-V/def2-TZVPD" total_charge=-1 e_homo_ev=-6.6 orbital_gap_ev=10.65
C -0.4146 1.6348 1.7157
N -0.2577 1.0734 2.7160
O -0.7448 3.1871 -0.3872
O -0.6297 0.8544 -0.6812
O 1.3377 1.9817 0.0580
F 0.3928 -1.3125 -0.0527
S -0.0967 1.9931 -0.0180
H 0.1831 -0.3434 -0.0157

---

From most stable to least stable, the computed energies give b, a.

---

a:
90
Properties=species:S:1:pos:R:3 method="wB97M-V/def2-TZVPD" smiles=CC(C)O.CC(C)O.CC(C)O.CC(C)O.CC(C)O.CC(C)O.CC(C)O.O.O total_charge=0 e_homo_ev=-9.8 orbital_gap_ev=9.98
C 4.0802 1.5226 -5.5467
C 2.9252 1.0239 -4.7213
C 3.0038 1.4369 -3.2620
O 1.7388 1.5426 -5.3246
H 5.0439 1.1216 -5.2231
H 4.1239 2.6123 -5.5354
H 3.9911 1.2033 -6.5878
H 2.8639 -0.0728 -4.7492
H 2.8299 2.5077 -3.1090
H 3.9777 1.2853 -2.7895
H 2.2254 0.8986 -2.7163
H 0.9710 1.2285 -4.8114
C -0.1340 4.4278 -2.7247
C -0.2674 4.3336 -1.2095
C 1.0926 4.2757 -0.5324
O -1.0863 5.4240 -0.7361
H 0.5632 5.2121 -3.0363
H -1.0303 4.6273 -3.3155
H 0.2486 3.4765 -3.1159
H -0.9117 3.4805 -0.9894
H 1.4882 3.2646 -0.6375
H 0.9995 4.4921 0.5338
H 1.8058 5.0044 -0.9191
H -0.5461 6.2231 -0.7745
C -0.2107 0.5239 -0.2381
C -0.5805 -0.9273 0.0309
C 0.5419 -1.6221 0.8053
O -1.7879 -1.0007 0.7876
H 0.2648 1.0272 0.6051
H -1.0509 1.0906 -0.6366
H 0.5859 0.4859 -0.9883
H -0.7503 -1.4782 -0.9015
H 1.4833 -1.6213 0.2500
H 0.2397 -2.6622 0.9435
H 0.7025 -1.1616 1.7799
H -2.1073 -1.9283 0.7489
C -3.4477 -4.7483 2.6687
C -2.1513 -4.2789 1.9972
C -1.1574 -5.4010 1.7659
O -2.4861 -3.6701 0.7231
H -3.9051 -5.4934 2.0103
H -4.1020 -3.8858 2.7715
H -3.2382 -5.2289 3.6226
H -1.7223 -3.4761 2.6004
H -0.2069 -4.9478 1.4839
H -1.4702 -6.1058 0.9963
H -1.0320 -5.9318 2.7133
H -2.9736 -4.3473 0.2377
C -3.9726 3.6829 3.1349
C -3.5833 3.8283 1.6829
C -3.4751 2.4642 1.0247
O -4.5784 4.6252 1.0545
H -3.2381 3.1309 3.7239
H -4.8995 3.1168 3.2410
H -4.0626 4.6681 3.5921
H -2.6166 4.3210 1.5446
H -2.7935 1.7846 1.5483
H -3.1137 2.5175 -0.0057
H -4.4289 1.9295 1.0591
H -4.3088 4.8739 0.1666
C 1.4772 1.9174 3.2171
C 0.2538 1.2200 3.8056
C 0.6705 0.2010 4.8586
O -0.5390 2.2530 4.4028
H 1.2999 2.4680 2.2929
H 2.2021 1.1547 2.9124
H 1.9262 2.5491 3.9809
H -0.3137 0.7420 2.9999
H -0.1623 -0.4351 5.1675
H 1.0965 0.6249 5.7672
H 1.4399 -0.4354 4.4087
H -1.3045 1.8575 4.8315
C 3.9912 -3.8969 -1.2534
C 3.6097 -5.0810 -0.3646
C 2.3363 -5.7869 -0.8516
O 4.6540 -6.0481 -0.3752
H 4.1662 -4.3071 -2.2538
H 4.9449 -3.4877 -0.9206
H 3.2220 -3.1288 -1.2869
H 3.4730 -4.6956 0.6445
H 1.4990 -5.1024 -1.0350
H 1.9576 -6.4413 -0.0638
H 2.4836 -6.3693 -1.7597
H 4.7967 -6.3374 -1.2805
O -3.8718 -0.2822 -1.3623
H -3.6436 0.5304 -1.8251
H -3.5056 -0.1692 -0.4689
O -0.5101 0.7408 -3.7838
H -1.1646 1.2001 -3.2452
H -0.8489 -0.1598 -3.8701

---

b:
90
Properties=species:S:1:pos:R:3 method="wB97M-V/def2-TZVPD" smiles=CC(C)O.CC(C)O.CC(C)O.CC(C)O.CC(C)O.CC(C)O.CO.CO.CO total_charge=0 e_homo_ev=-9.0 orbital_gap_ev=8.98
C -3.2549 3.8321 -2.6964
C -3.0469 2.3881 -2.2744
C -1.5699 2.2421 -2.0694
O -3.5429 1.9581 -1.2134
H -3.2029 4.4691 -1.8424
H -4.1689 4.0771 -3.1914
H -2.4389 4.1331 -3.3514
H -3.1959 1.6801 -3.0844
H -1.2139 1.2351 -1.6844
H -1.2169 3.0281 -1.3624
H -0.9929 2.3891 -2.9564
H -4.4559 1.9441 -1.3644
C 0.4111 -3.0159 1.1046
C 1.0421 -2.4609 2.4186
C 0.0211 -2.1529 3.5726
O 1.7711 -3.2869 2.9426
H 0.3781 -2.2299 0.3296
H -0.6099 -3.4509 1.3156
H 0.9411 -3.7659 0.5516
H 1.6541 -1.6369 2.1406
H -0.4819 -1.2339 3.3806
H 0.4551 -1.8929 4.5156
H -0.8809 -2.8169 3.7626
H 2.2211 -2.7309 3.6376
C -2.0569 3.5181 2.8406
C -1.5369 3.2671 1.4356
C -0.1819 3.9191 1.1686
O -1.3949 2.0381 1.2106
H -1.6559 2.8881 3.6136
H -3.1509 3.4981 2.8636
H -1.9579 4.5201 3.0696
H -2.1539 3.7671 0.6966
H -0.1699 5.0041 1.4056
H 0.1721 3.7871 0.0236
H 0.6111 3.4021 1.7076
H -2.0779 1.6491 0.6166
C -2.0169 -1.1259 -6.7564
C -1.0729 -1.4639 -5.5614
C -1.1669 -0.4179 -4.4314
O -1.3479 -2.4959 -4.9014
H -2.1619 -0.0609 -6.7944
H -2.9659 -1.5269 -6.5734
H -1.7729 -1.5799 -7.6714
H 0.0051 -1.5439 -5.8794
H -0.7399 -0.7379 -3.4624
H -2.2019 -0.1039 -4.3034
H -0.5449 0.4981 -4.7694
H -2.2679 -2.4609 -4.5784
C 4.8981 -3.2659 2.0006
C 4.0201 -3.2909 0.7136
C 3.6311 -1.9469 0.1856
O 4.4401 -3.8959 -0.2804
H 5.8871 -2.8189 1.8516
H 4.8871 -4.2649 2.3146
H 4.2701 -2.6919 2.6516
H 3.1711 -3.9509 0.9306
H 3.8701 -1.1629 0.8706
H 2.5121 -1.8999 0.1646
H 3.9601 -1.5819 -0.8064
H 3.6881 -4.3069 -0.6404
C -0.1489 1.1641 5.2606
C 0.7931 1.6251 4.1696
C 1.6131 2.8591 4.4836
O 1.5871 0.7711 3.7606
H -0.9629 1.8091 5.4876
H 0.4841 1.0421 6.1056
H -0.5809 0.2531 4.9726
H 0.2551 1.7051 3.2216
H 2.0351 3.1141 3.5236
H 2.3811 2.8201 5.2136
H 0.9011 3.6801 4.6436
H 1.4471 0.4561 2.8656
C -2.5699 -0.9749 0.2526
O -1.8079 -1.0409 -0.8864
H -3.0149 0.0341 0.4216
H -2.0279 -1.3119 1.2136
H -3.5229 -1.4699 0.2026
H -2.4129 -0.7219 -1.6214
C 1.5151 0.7831 -0.5014
O 0.9511 0.4851 0.7656
H 2.4651 0.2601 -0.6884
H 1.4901 1.8301 -0.5564
H 0.7901 0.3621 -1.2684
H 0.1041 0.8341 0.8576
C 1.7521 -2.6709 -3.2644
O 0.5201 -3.0819 -2.8054
H 1.8641 -2.9159 -4.3194
H 2.4661 -3.1969 -2.7034
H 1.8561 -1.5709 -3.1094
H -0.2659 -2.7899 -3.2084

---

From most stable to least stable, the computed energies give a, b.

---

a:
18
Properties=species:S:1:pos:R:3 method="wB97M-V/def2-TZVPD" smiles="C/N=N/C1=C(C)NOC1" total_charge=0 e_homo_ev=-8.0 orbital_gap_ev=8.44
C -2.1310 -0.2898 2.6985
N -1.0170 -0.3103 1.7269
N -1.1659 0.4139 0.7247
C -0.1509 0.4111 -0.1993
C 0.9561 -0.3647 -0.3878
C 1.3469 -1.5958 0.4515
N 1.6602 -0.0138 -1.5473
O 0.8012 0.7872 -2.3926
C -0.1529 1.3227 -1.4050
H -2.5463 -1.3373 2.6543
H -2.8340 0.4237 2.4063
H -1.7531 -0.1141 3.7028
H 1.8605 -2.4370 -0.1320
H 1.9987 -1.2829 1.2523
H 0.4233 -1.9472 0.9564
H 1.8629 -0.8829 -2.0389
H -1.1313 1.3555 -1.8268
H 0.1595 2.3955 -1.1108

---

b:
18
Properties=species:S:1:pos:R:3 method="wB97M-V/def2-TZVPD" total_charge=0 e_homo_ev=-8.5 orbital_gap_ev=8.78
C 0.6394 -1.7382 -1.0675
C 0.6489 -0.6079 -0.0467
C 0.0670 -0.8628 1.3605
C -1.0426 -0.2094 1.4133
C -0.2533 0.5929 -0.5060
H 1.0636 -1.4418 -2.0561
H -0.3151 -2.3616 -1.3131
H 1.1348 -2.4878 -0.7078
H 2.1480 1.1238 -0.1150
H 0.2846 -1.8185 2.0424
H -1.8554 -0.1952 2.1411
H -0.9560 2.8595 1.2628
H -2.3067 2.4449 -0.1122
H 1.2051 0.6243 -1.6268
N -1.0716 0.8748 0.4803
N -1.7163 2.0281 0.7114
N 0.1838 1.3987 -1.5122
O 2.1418 -0.2236 -0.3483

---

c:
18
Properties=species:S:1:pos:R:3 method="wB97M-V/def2-TZVPD" smiles="[H]/N=N/[C@@](C)(C=C)C(N)=O" total_charge=0 e_homo_ev=-9.6 orbital_gap_ev=9.74
H 2.0354 2.6496 -0.2686
N 1.1321 2.1754 -0.3560
N 1.2267 1.0224 0.1766
C 0.0567 0.1767 0.0396
C -1.2331 0.8886 -0.6508
C 0.4357 -1.0786 -0.8224
C -0.4237 -1.7247 -1.6452
C -0.2830 -0.4299 1.3516
N 0.5453 -0.0932 2.3384
O -1.1874 -1.2308 1.4118
H -2.0533 0.8710 0.1160
H -1.3752 0.4246 -1.5678
H -0.7903 1.8886 -0.7198
H 1.4952 -1.3658 -0.7269
H 0.0564 -2.4580 -2.3019
H -1.5512 -1.7435 -1.6566
H 1.3791 0.4042 2.0262
H 0.5348 -0.3767 3.2557

---

From most stable to least stable, the computed energies give c, a, b.

---

a:
88
Properties=species:S:1:pos:R:3 method="wB97M-V/def2-TZVPD" multiplicity=4 total_charge=-1 s2=3.753 e_homo_ev="-1.7 / -1.8" orbital_gap_ev="2.83 / 2.86"
P 0.1443 -0.9552 -4.0549
C 1.7078 -0.3394 -4.9746
C 1.9524 -0.7761 -6.4259
C 3.3415 -0.3321 -6.8987
C 3.6133 1.1611 -6.6768
C 3.2565 1.6292 -5.2630
C 1.8510 1.1809 -4.8338
C -1.2836 -0.0778 -4.9557
C -1.1620 0.0719 -6.4686
C -2.4772 0.6065 -7.0480
C -2.9002 1.9203 -6.3872
C -2.8803 1.8626 -4.8543
C -1.5816 1.2737 -4.2861
C -0.0229 -2.6502 -4.8297
C 1.1800 -3.5362 -4.4646
C 1.0725 -4.8951 -5.1706
C -0.2640 -5.5975 -4.9087
C -1.4680 -4.6880 -5.1734
C -1.3599 -3.3222 -4.4791
H 2.4911 -0.8021 -4.3453
H 1.1873 -0.3379 -7.0785
H 1.8673 -1.8648 -6.5384
H 3.4493 -0.5734 -7.9628
H 4.0980 -0.9185 -6.3599
H 4.6710 1.3664 -6.8754
H 3.0474 1.7518 -7.4097
H 3.9825 1.2197 -4.5475
H 3.3234 2.7209 -5.2031
H 1.6681 1.4890 -3.7943
H 1.1026 1.6845 -5.4644
H -2.1470 -0.7328 -4.7492
H -3.2590 -0.1518 -6.9073
H -0.9141 -0.8842 -6.9520
H -0.3524 0.7793 -6.6996
H -2.3600 0.7479 -8.1284
H -3.9033 2.1919 -6.7318
H -2.2325 2.7226 -6.7268
H -3.0411 2.8654 -4.4441
H -3.7177 1.2402 -4.5108
H -1.6804 1.1411 -3.1975
H -0.7443 1.9675 -4.4512
H -0.0188 -2.4956 -5.9231
H 2.1236 -3.0575 -4.7646
H 1.2202 -3.6577 -3.3714
H 1.1786 -4.7398 -6.2553
H 1.9017 -5.5366 -4.8513
H -0.2957 -5.9605 -3.8737
H -0.3350 -6.4835 -5.5470
H -2.3914 -5.1834 -4.8526
H -1.5460 -4.5184 -6.2578
H -2.2008 -2.6985 -4.8136
H -1.4555 -3.4061 -3.3867
Er -0.1680 -0.3009 -0.3723
Cl -2.1325 -1.2727 -1.4723
Cl 2.1876 -0.3480 -1.1275
C -1.0380 1.6618 0.3737
H -1.7344 1.5246 1.2384
C -0.8287 3.0087 0.0213
C -1.4256 4.1177 0.7348
C -1.3476 5.4149 0.2437
C -0.6071 5.7005 -0.9254
C 0.0554 4.6570 -1.6121
C 0.0036 3.3525 -1.1275
H -1.9562 3.8904 1.6642
H -1.8703 6.2204 0.7646
H 0.6021 4.8830 -2.5360
H 0.5802 2.5444 -1.6115
H -0.5583 6.7252 -1.3023
N -0.4230 1.3701 10.4802
C -0.1961 1.0427 9.3801
C 0.0079 0.6107 8.0206
C -0.7403 1.2033 6.9900
C -0.6449 0.7016 5.6916
C 0.1883 -0.3964 5.4263
C 0.9616 -0.9748 6.4419
C 0.8730 -0.4625 7.7426
N 0.2877 -0.8797 4.1044
C 0.8312 -2.0939 3.6385
C 0.7883 -2.0459 2.2780
N 0.1755 -0.8494 1.8777
C -0.0658 -0.1621 3.0052
H -1.3987 2.0494 7.2129
H -1.2492 1.1591 4.9049
H 1.6323 -1.8006 6.2054
H 1.4758 -0.9091 8.5385
H 1.2062 -2.8781 4.2718
H 1.1515 -2.7341 1.5305
H -0.4920 0.8267 3.0563

---

b:
88
Properties=species:S:1:pos:R:3 method="wB97M-V/def2-TZVPD" multiplicity=4 total_charge=-1 s2=3.754 e_homo_ev="-1.7 / -1.8" orbital_gap_ev="2.78 / 2.81"
P -2.3212 -0.8031 -0.4903
C -3.2566 -0.8874 1.1509
C -4.6818 -1.4494 1.1566
C -5.3285 -1.2267 2.5287
C -4.4820 -1.7780 3.6816
C -3.0230 -1.3138 3.6235
C -2.3954 -1.5413 2.2415
C -1.9789 -2.5894 -0.9852
C -3.1021 -3.6018 -0.7716
C -2.7243 -4.9514 -1.3947
C -1.3826 -5.4764 -0.8711
C -0.2587 -4.4369 -0.9459
C -0.6621 -3.0767 -0.3574
C -3.7050 -0.3929 -1.6707
C -4.2673 0.9959 -1.3195
C -5.3725 1.4204 -2.2943
C -4.9354 1.3291 -3.7602
C -4.3314 -0.0352 -4.1059
C -3.2267 -0.4672 -3.1312
H -3.3220 0.1921 1.3911
H -4.6657 -2.5242 0.9353
H -5.2999 -0.9779 0.3815
H -6.3239 -1.6866 2.5374
H -5.4716 -0.1473 2.6745
H -4.9254 -1.4730 4.6359
H -4.5118 -2.8755 3.6581
H -2.9729 -0.2403 3.8519
H -2.4288 -1.8344 4.3829
H -1.3819 -1.1152 2.2234
H -2.3130 -2.6231 2.0520
H -1.8085 -2.4980 -2.0728
H -2.6686 -4.8351 -2.4854
H -4.0499 -3.2470 -1.2026
H -3.2646 -3.7452 0.3067
H -3.5189 -5.6791 -1.1904
H -1.0953 -6.3699 -1.4370
H -1.5083 -5.7952 0.1720
H 0.6299 -4.8084 -0.4237
H 0.0235 -4.2923 -1.9975
H 0.1307 -2.3346 -0.5363
H -0.7805 -3.1693 0.7328
H -4.5028 -1.1474 -1.5366
H -4.6688 1.0088 -0.2956
H -3.4448 1.7274 -1.3441
H -6.2476 0.7745 -2.1389
H -5.6848 2.4432 -2.0570
H -4.1936 2.1124 -3.9631
H -5.7922 1.5272 -4.4133
H -3.9259 -0.0218 -5.1233
H -5.1261 -0.7934 -4.0878
H -2.9203 -1.4918 -3.3848
H -2.3356 0.1683 -3.2520
Er 1.5271 1.4429 -0.0194
Cl 0.7420 0.3629 -2.0771
Cl -0.2523 1.5425 1.6858
C 3.3953 0.3229 0.6136
H 4.2625 0.5830 -0.0253
C 3.6397 -0.7188 1.5174
C 4.9535 -1.3024 1.7113
C 5.1111 -2.4442 2.4823
C 4.0037 -3.0410 3.1148
C 2.7262 -2.4559 3.0043
C 2.5382 -1.3006 2.2651
H 5.8045 -0.8103 1.2301
H 6.1044 -2.8785 2.6181
H 1.8694 -2.8957 3.5203
H 1.5634 -0.7871 2.1986
H 4.1288 -3.9491 3.7001
N 10.8568 7.1225 0.3788
C 9.7781 6.6910 0.2411
C 8.4521 6.1500 0.0552
C 8.2829 4.8856 -0.5278
C 7.0017 4.3364 -0.6616
C 5.8961 5.0988 -0.2872
C 6.0404 6.3903 0.2185
C 7.3292 6.8825 0.4649
N 4.5832 4.5891 -0.4930
C 3.5870 5.1903 -1.2766
C 2.4780 4.4134 -1.1960
N 2.7799 3.3080 -0.3655
C 4.0662 3.4533 0.0191
H 9.1581 4.3220 -0.8541
H 6.8516 3.3540 -1.1141
H 5.1582 6.9903 0.4451
H 7.4595 7.8351 0.9847
H 3.8081 6.0505 -1.8819
H 1.5006 4.5371 -1.6351
H 4.6202 2.7836 0.6673

---

From most stable to least stable, the computed energies give a, b.

---

a:
17
Properties=species:S:1:pos:R:3 method="wB97M-V/def2-TZVPD" total_charge=-1 e_homo_ev=-5.2 orbital_gap_ev=9.02
O 0.7559 0.1815 -0.5835
H 1.7045 0.1797 -0.4181
O -0.0354 2.7192 -1.8669
H 0.5763 2.0529 -1.4885
H -0.8345 2.1742 -1.9393
O -1.7732 0.6026 -0.3320
H -1.4404 1.0193 0.4976
H -0.8341 0.2485 -0.4849
O 2.0859 -0.7855 1.6807
H 2.7658 -0.1118 1.6920
H 1.4851 -0.6717 0.8966
O -4.0299 -0.0565 1.9669
H -3.4795 0.4647 1.3586
H -4.5463 -0.5823 1.3848
O 2.8749 -2.7203 -0.9514
H 2.1470 -2.1815 -1.2682
H 2.9820 -2.3771 -0.0466

---

b:
17
Properties=species:S:1:pos:R:3 method="wB97M-V/def2-TZVPD" total_charge=-1 e_homo_ev=-4.9 orbital_gap_ev=7.83
O -0.2777 -1.1985 0.1172
H -0.5057 -2.1785 0.2472
O -0.7016 1.3178 0.8397
H -0.8085 1.7365 0.0086
H -0.5944 0.2844 0.6145
O -1.8838 -1.4003 -2.0035
H -1.1728 -1.5784 -2.5641
H -1.3314 -1.0980 -1.2579
O -2.1740 0.7079 3.3790
H -1.7087 0.5149 2.5459
H -1.3839 1.3140 3.6551
O 1.0464 -0.7051 2.8354
H 0.6329 -0.5386 1.9942
H 1.9331 -0.6760 2.5713
O 3.1558 1.0826 -4.7210
H 2.3557 1.6409 -4.3986
H 3.4185 0.7743 -3.8632

---

From most stable to least stable, the computed energies give a, b.

---

a:
17
Properties=species:S:1:pos:R:3 method="wB97M-V/def2-TZVPD" smiles="O=C(O)c1cc(O)cc(O)c1" total_charge=0 e_homo_ev=-8.9 orbital_gap_ev=8.82
O 0.5659 0.9165 3.0162
C 0.2488 -0.0635 2.3992
O 0.3435 -1.4278 2.9375
C -0.0011 0.0309 0.9886
C 0.0904 1.1869 0.4286
C -0.1155 1.3171 -0.9733
O -0.0207 2.4816 -1.6003
C -0.1312 0.1836 -1.8944
C -0.1232 -1.0888 -1.1761
O -0.0862 -2.2471 -1.8860
C -0.1605 -1.1000 0.2053
H -0.6638 -1.7905 2.4684
H 0.2861 2.1291 0.9902
H 0.3394 3.1395 -0.9850
H 0.1257 0.3995 -2.9861
H -0.4820 -2.0062 -2.7590
H -0.2154 -2.0606 0.8261

---

b:
17
Properties=species:S:1:pos:R:3 method="wB97M-V/def2-TZVPD" smiles="O=C(O)c1cc(O)ccc1O" total_charge=0 e_homo_ev=-8.0 orbital_gap_ev=8.47
O 2.9313 -0.2078 -0.0388
C 1.8856 -0.7626 -0.0159
O 1.7577 -2.0018 0.2366
C 0.5962 -0.1986 -0.3714
C -0.4806 -0.9424 -0.3879
C -1.7657 -0.3053 -0.1419
O -2.8753 -1.1858 -0.0580
C -1.8629 1.0806 0.1923
C -0.6853 1.7465 0.1409
C 0.5680 1.2064 -0.1736
O 1.5497 2.0846 -0.1849
H 2.5714 -2.4205 0.6555
H -0.3687 -2.0608 -0.5541
H -2.7900 -2.1322 -0.1534
H -2.7167 1.5167 0.5459
H -0.7171 2.8680 0.5091
H 2.4023 1.7150 -0.2004

---

From most stable to least stable, the computed energies give b, a.